w) 74
Properties=species:S:1:pos:R:3:mulliken_spin:R:1 method="wB97M-V/def2-TZVPD" lumo_ev="2.45 / 1.72" charge=-1 multiplicity=2 s2=0.756
Cu 0.121 -0.779 0.407 0.580
C -2.559 -2.584 1.913 -0.003
N -1.421 -3.494 1.999 0.003
C -1.075 -4.261 3.093 -0.001
C 0.079 -4.888 2.769 0.003
N 0.434 -4.499 1.496 0.002
B 1.701 -5.002 0.762 0.001
N 2.694 -3.825 0.387 0.014
C 3.731 -4.106 -0.474 -0.001
C 4.591 -3.065 -0.467 0.010
N 4.062 -2.135 0.400 0.005
C 4.685 -0.880 0.775 0.005
C 2.880 -2.595 0.898 -0.008
S 1.885 -1.653 1.945 0.131
C -0.499 -3.652 1.038 -0.006
S -0.513 -2.855 -0.481 0.046
H -3.256 -2.841 2.708 0.000
H -3.040 -2.687 0.942 0.001
H -2.219 -1.552 2.020 0.002
H -1.673 -4.281 3.987 0.001
H 0.696 -5.557 3.341 0.000
H 1.418 -5.574 -0.268 0.001
H 2.285 -5.727 1.547 0.002
H 3.765 -5.034 -1.016 0.001
H 5.511 -2.899 -0.998 0.001
H 5.620 -0.793 0.224 0.001
H 4.882 -0.868 1.846 -0.002
H 4.030 -0.052 0.527 0.000
C 0.537 1.710 3.147 -0.002
C -0.648 1.388 2.241 -0.033
C -1.964 1.696 2.948 0.015
O -0.647 0.046 1.881 0.200
H 0.571 2.773 3.410 0.000
H 1.475 1.429 2.665 0.000
H 0.455 1.121 4.065 0.000
H -0.606 2.037 1.350 0.009
H -2.031 1.101 3.864 0.002
H -2.802 1.432 2.300 0.000
H -2.038 2.756 3.207 0.001
C 0.917 3.730 -0.295 0.004
N 1.866 2.744 -0.818 0.001
C 2.984 2.492 0.074 0.001
C 1.430 1.731 -1.637 -0.005
S 1.842 0.104 -1.325 0.000
N 0.729 2.089 -2.716 -0.001
C 0.134 1.102 -3.607 0.000
C 0.623 3.469 -3.177 0.000
H 0.847 3.607 0.789 -0.001
H -0.074 3.571 -0.702 -0.002
H 1.244 4.751 -0.510 0.000
H 3.325 3.458 0.450 0.000
H 3.797 2.014 -0.467 0.000
H 2.707 1.856 0.917 -0.001
H -0.053 0.183 -3.068 0.000
H 0.818 0.894 -4.436 0.000
H -0.804 1.500 -3.989 0.000
H 1.491 4.035 -2.848 0.000
H -0.292 3.947 -2.825 0.000
H 0.600 3.453 -4.266 0.000
F -4.399 -0.596 -3.112 0.000
C -3.426 -1.076 -2.338 0.000
F -3.804 -2.261 -1.872 0.000
F -2.340 -1.247 -3.090 0.000
S -3.071 0.082 -0.908 0.004
O -1.633 0.245 -0.907 0.012
O -3.715 -0.554 0.198 0.002
N -3.871 1.386 -1.278 0.002
S -3.296 2.627 -2.050 0.001
O -2.289 3.376 -1.343 0.000
O -3.086 2.411 -3.461 0.000
C -4.803 3.671 -1.953 0.000
F -5.803 3.140 -2.654 0.000
F -4.511 4.868 -2.474 0.000
F -5.202 3.848 -0.698 0.000

***

x) 74
Properties=species:S:1:pos:R:3:mulliken_spin:R:1 method="wB97M-V/def2-TZVPD" lumo_ev="2.52 / 1.62" charge=-1 multiplicity=2 s2=0.756
Cu 0.988 -0.031 0.524 0.538
C 4.168 1.566 -0.011 0.001
N 4.161 1.083 1.355 0.004
C 5.163 0.352 1.941 0.000
C 4.711 -0.008 3.162 0.004
N 3.444 0.496 3.324 -0.001
B 2.701 0.253 4.688 -0.002
N 1.168 0.431 4.533 0.017
C 0.422 1.305 5.278 0.001
C -0.866 1.219 4.872 0.009
N -0.893 0.284 3.864 0.008
C -2.059 -0.106 3.099 0.003
C 0.356 -0.190 3.663 -0.015
S 0.787 -1.362 2.481 0.132
C 3.112 1.161 2.208 -0.005
S 1.647 1.982 1.803 0.039
H 5.199 1.582 -0.359 -0.001
H 3.741 2.566 -0.050 0.000
H 3.576 0.892 -0.632 0.000
H 6.080 0.130 1.427 0.000
H 5.171 -0.601 3.931 0.000
H 2.962 -0.875 5.028 0.003
H 3.074 1.074 5.499 0.000
H 0.880 1.929 6.023 0.001
H -1.752 1.737 5.190 0.002
H -2.918 0.450 3.470 0.000
H -2.240 -1.175 3.194 -0.001
H -1.906 0.121 2.049 -0.001
C 3.277 -1.823 -2.248 0.010
C 2.210 -2.010 -1.172 -0.015
C 2.274 -3.414 -0.573 0.001
O 2.390 -1.051 -0.178 0.206
H 3.199 -2.590 -3.023 0.001
H 4.267 -1.888 -1.789 0.000
H 3.172 -0.842 -2.716 -0.001
H 1.225 -1.899 -1.660 -0.008
H 3.253 -3.571 -0.114 -0.001
H 2.108 -4.184 -1.331 -0.001
H 1.516 -3.522 0.204 0.001
C -2.677 2.143 -1.166 0.000
N -1.300 2.519 -1.482 0.001
C -0.666 3.269 -0.415 0.002
C -0.540 1.662 -2.236 0.009
S 1.032 1.206 -1.804 0.038
N -1.090 1.226 -3.375 0.006
C -2.161 1.923 -4.070 0.000
C -0.503 0.127 -4.125 0.002
H -2.731 1.800 -0.129 0.000
H -3.009 1.330 -1.802 0.000
H -3.353 2.994 -1.291 0.000
H -1.315 4.113 -0.173 0.001
H 0.304 3.638 -0.737 0.001
H -0.520 2.663 0.480 -0.004
H -2.398 2.855 -3.566 0.000
H -3.049 1.295 -4.138 0.000
H -1.822 2.150 -5.085 0.000
H -0.105 -0.615 -3.440 0.001
H 0.308 0.485 -4.766 -0.001
H -1.289 -0.323 -4.729 0.000
F -0.884 -3.343 -1.119 0.001
C -1.849 -3.096 -0.233 -0.001
F -2.841 -3.959 -0.425 0.000
F -1.365 -3.280 0.992 0.000
S -2.441 -1.350 -0.403 0.001
O -1.264 -0.568 -0.104 0.012
O -3.554 -1.249 0.499 -0.001
N -2.795 -1.141 -1.918 0.002
S -4.102 -1.621 -2.672 0.000
O -4.056 -1.054 -3.990 0.000
O -4.421 -3.007 -2.521 0.000
C -5.544 -0.738 -1.883 0.000
F -6.522 -0.635 -2.791 0.000
F -5.215 0.502 -1.500 0.000
F -6.029 -1.396 -0.838 0.000

***

What should be chosen as the most stable of them? Choose x).

***

w) 21
Properties=species:S:1:pos:R:3:mulliken_charge:R:1 method="wB97M-V/def2-TZVPD" lumo_ev=0.93
N -1.271 -1.692 -2.845 -0.574
C -1.299 -1.902 -1.343 -0.368
C -0.698 -0.566 -0.725 -0.542
C -0.652 0.657 -1.653 -0.511
N -0.230 1.883 -0.936 -0.576
H -1.508 -2.545 -3.330 0.243
H -1.949 -0.979 -3.076 0.149
H -0.794 -2.897 -1.199 0.323
H -2.388 -2.010 -1.071 0.196
H -1.424 -0.268 0.045 0.264
H 0.209 -0.785 -0.168 0.279
H -1.512 0.871 -2.344 0.333
H 0.110 0.417 -2.431 0.350
H 0.760 2.086 -0.904 0.211
H -0.629 2.672 -1.422 0.228
H 4.689 -0.730 4.146 0.321
H 5.199 -2.012 4.733 0.319
O 4.753 -1.671 3.950 -0.640
H 0.118 3.512 3.160 0.316
H -1.209 3.094 3.655 0.318
O -0.277 2.865 3.758 -0.638

***

x) 21
Properties=species:S:1:pos:R:3:mulliken_charge:R:1 method="wB97M-V/def2-TZVPD" lumo_ev=0.61
C -2.441 -0.436 -0.443 -0.876
C -1.092 -0.510 0.107 -0.356
C -0.159 -1.407 -0.742 -0.494
N 1.100 -1.452 -0.002 -0.433
N -2.560 -0.114 -1.915 -0.564
H -2.832 -1.482 -0.273 0.324
H -3.182 0.230 0.062 0.306
H -0.545 0.349 0.404 0.422
H -1.172 -0.907 1.216 0.301
H -0.162 -1.071 -1.841 0.236
H -0.691 -2.247 -1.118 0.356
H 1.386 -2.374 0.277 0.195
H 1.850 -1.066 -0.398 0.189
H -2.652 -0.963 -2.378 0.259
H -1.912 0.581 -2.230 0.226
H 0.935 0.047 1.801 0.322
H 2.293 -0.336 2.653 0.283
O 1.545 0.239 2.487 -0.694
H 3.196 5.001 0.509 0.322
H 3.349 3.551 0.801 0.309
O 3.745 4.368 1.024 -0.632

***

y) 21
Properties=species:S:1:pos:R:3:mulliken_charge:R:1 method="wB97M-V/def2-TZVPD" lumo_ev=0.73
N 0.490 -1.692 0.305 -0.603
C 0.617 -0.553 -0.701 0.523
C 1.284 -0.790 -2.054 -1.403
C -0.851 -0.020 -0.925 -0.646
N -1.705 -0.261 0.223 -0.717
H 0.544 -2.564 -0.201 0.194
H 1.187 -1.559 0.917 0.198
H 1.354 0.212 -0.251 0.239
H 0.665 -1.596 -2.591 0.318
H 1.246 0.104 -2.640 0.355
H 2.296 -1.251 -2.045 0.354
H -1.288 -0.733 -1.688 0.229
H -0.736 0.999 -1.284 0.354
H -1.720 0.626 0.927 0.250
H -1.279 -1.023 0.810 0.329
H 4.131 4.772 3.740 0.327
H 4.388 3.305 3.397 0.295
O 4.321 4.118 3.031 -0.623
H -4.538 -1.480 -1.277 0.291
H -3.521 -0.917 -0.310 0.422
O -4.386 -1.248 -0.421 -0.687

***

What should be chosen as the most stable of them? Choose w).

***

w) 16
Properties=species:S:1:pos:R:3:mulliken_charge:R:1 method="wB97M-V/def2-TZVPD" lumo_ev=1.00
C 1.542 -1.691 0.240 -0.249
C 0.763 1.707 -0.223 -0.525
C -0.640 1.575 0.526 -0.783
C -0.403 0.089 0.309 0.105
C -1.625 -0.558 -0.055 -1.080
C -2.727 -1.000 -0.236 0.322
H 2.379 -2.395 0.765 0.235
H 0.475 -1.933 0.428 0.345
H 1.638 1.700 0.471 0.348
H 0.758 2.658 -1.048 0.249
H -1.404 1.825 -0.222 0.304
H -0.727 2.083 1.415 0.390
H -0.109 -0.628 1.240 0.360
H -3.658 -1.320 -0.632 0.480
N 1.935 -0.573 -0.206 -0.541
N 0.807 0.185 -0.620 0.039

***

x) 16
Properties=species:S:1:pos:R:3:mulliken_charge:R:1 method="wB97M-V/def2-TZVPD" lumo_ev=0.82
C 1.774 -1.153 0.289 -1.084
C 1.101 0.108 -0.056 0.841
C 1.795 1.166 -0.440 -1.015
C -0.363 0.104 -0.051 0.332
C -1.302 1.073 0.313 -0.656
C -2.255 -0.828 -0.301 -0.298
H 1.626 -1.913 -0.534 0.231
H 2.920 -1.007 0.497 0.335
H 1.440 -1.554 1.230 0.305
H 1.508 2.090 -0.879 0.358
H 2.931 1.147 -0.261 0.178
H -1.147 2.094 0.708 0.388
H -3.498 0.855 0.181 0.234
H -3.021 -1.538 -0.423 0.461
N -2.526 0.466 0.076 -0.095
N -0.982 -1.109 -0.348 -0.514

***

What should be chosen as the most stable of them? Choose x).

***

w) 16
Properties=species:S:1:pos:R:3:mulliken_charge:R:1 method="wB97M-V/def2-TZVPD" lumo_ev=0.57
C 1.756 -1.364 1.590 -0.846
C 0.529 -0.287 -0.109 0.813
C 0.388 0.166 -1.478 -0.424
C -0.641 0.878 -1.952 -0.339
C -1.645 0.817 0.166 -0.362
C -0.636 0.046 0.678 -0.486
H 2.648 -1.979 1.666 0.294
H 0.906 -1.949 1.962 0.288
H 1.954 -0.551 2.390 0.258
H 1.217 -0.002 -2.128 0.397
H -0.755 1.208 -3.005 0.318
H -2.537 1.689 -1.474 0.262
H -2.504 1.102 0.820 0.294
H -0.625 -0.133 1.759 0.294
N 1.609 -0.916 0.216 -0.671
N -1.666 1.273 -1.100 -0.089

***

x) 16
Properties=species:S:1:pos:R:3:mulliken_charge:R:1 method="wB97M-V/def2-TZVPD" lumo_ev=0.60
C 2.792 -0.391 -0.045 -0.079
C 1.449 -0.604 0.674 -0.267
C 0.643 0.578 0.017 -0.319
C -0.736 1.184 0.309 -0.610
C -1.638 0.183 -0.681 -0.471
C 0.068 -0.915 0.219 0.183
H 1.640 -0.594 1.641 0.534
H 1.056 0.598 -0.958 0.285
H -1.113 0.965 1.492 0.203
H -0.736 2.241 0.058 0.380
H -2.645 0.184 -0.274 0.332
H -1.884 0.643 -1.705 0.268
H -1.425 -2.231 -0.626 0.315
H -0.262 -0.879 1.365 0.133
N 3.588 0.329 -0.868 -0.457
N -0.797 -1.291 -0.618 -0.430

***

y) 16
Properties=species:S:1:pos:R:3:mulliken_charge:R:1 method="wB97M-V/def2-TZVPD" lumo_ev=0.69
C 1.859 1.380 0.179 -0.958
C 0.461 0.657 -0.110 0.485
C -0.584 1.385 -0.221 -0.298
C -1.915 0.681 0.031 -0.272
C 0.263 -0.740 0.055 0.871
C 1.620 -1.540 -0.084 -1.198
H 2.632 0.799 -0.492 0.220
H 1.647 2.459 -0.199 0.352
H 2.227 1.182 1.315 0.244
H -0.360 2.548 -0.223 0.164
H -2.847 1.247 0.073 0.417
H 2.507 -1.291 0.587 0.293
H 1.597 -2.594 -0.045 0.378
H 2.067 -1.016 -1.007 0.279
N -1.968 -0.599 0.142 -0.463
N -0.845 -1.438 -0.015 -0.513

***

What should be chosen as the most stable of them? Choose w).